(1)
ORCA calculation (the ωB97M-V functional and the def2-TZVPD basis) on 3 unconnected molecules or ions with the total composition C28H58BN2O4S2.

Positions of all 95 atoms, in Å:
C 11.86 -1.82 -0.21
C 11.73 -0.54 -1.04
C 10.72 -0.72 -2.19
C 9.29 -0.43 -1.73
C 8.92 1.06 -1.79
C 7.51 1.33 -2.35
C 6.44 1.29 -1.24
C 5.02 1.07 -1.77
C 4.35 2.39 -2.19
C 3.87 3.21 -0.98
C 2.44 2.82 -0.58
C 1.35 3.49 -1.44
C 0.08 3.88 -0.65
C -1.23 3.43 -1.30
C -1.74 2.10 -0.71
C -3.22 1.81 -1.06
C -3.38 0.67 -2.02
C -3.57 0.87 -3.34
C -3.74 -0.23 -4.19
N -3.74 -1.47 -3.77
N -3.54 -1.64 -2.46
B -3.56 -3.15 -2.09
O -4.76 -3.75 -2.14
C -2.25 -3.90 -1.71
C -2.05 -5.16 -2.58
C -3.34 -0.67 -1.58
C -3.11 -1.04 -0.16
C -4.41 -1.39 0.59
O -4.34 -0.74 1.83
H 12.54 -1.69 0.63
H 12.24 -2.64 -0.83
H 10.89 -2.14 0.19
H 11.36 0.25 -0.38
H 12.71 -0.28 -1.42
H 10.80 -1.74 -2.57
H 10.98 -0.02 -2.98
H 9.18 -0.77 -0.70
H 8.58 -1.02 -2.33
H 8.93 1.47 -0.78
H 9.64 1.62 -2.38
H 7.25 0.57 -3.09
H 7.50 2.32 -2.80
H 6.70 0.48 -0.54
H 6.50 2.24 -0.70
H 4.39 0.59 -1.02
H 5.08 0.43 -2.65
H 3.49 2.17 -2.82
H 5.05 2.97 -2.79
H 4.52 3.05 -0.13
H 3.87 4.27 -1.24
H 2.28 3.11 0.47
H 2.34 1.73 -0.64
H 1.04 2.79 -2.22
H 1.78 4.38 -1.91
H 0.06 4.96 -0.48
H 0.16 3.42 0.34
H -1.07 3.29 -2.37
H -2.01 4.18 -1.18
H -1.66 2.18 0.37
H -1.09 1.28 -1.04
H -3.76 1.57 -0.14
H -3.71 2.69 -1.47
H -3.60 1.87 -3.75
H -3.88 -0.10 -5.25
H -5.45 -3.25 -2.60
H -2.29 -4.20 -0.66
H -1.40 -3.23 -1.83
H -2.29 -4.98 -3.63
H -1.00 -5.45 -2.55
H -2.63 -6.00 -2.21
H -2.68 -0.20 0.38
H -2.37 -1.84 -0.08
H -4.52 -2.48 0.71
H -5.27 -1.00 0.02
H -5.22 -0.74 2.25
C -8.35 -2.24 1.71
S -8.11 -0.70 2.60
O -6.76 -0.80 3.26
C -9.32 -1.00 3.88
H -7.64 -2.26 0.88
H -8.17 -3.08 2.38
H -9.37 -2.27 1.31
H -9.08 -1.92 4.40
H -10.30 -1.05 3.41
H -9.28 -0.17 4.57
C -7.26 -0.86 8.93
S -7.81 0.16 7.56
O -8.66 -0.71 6.69
C -6.22 0.28 6.74
H -8.13 -1.10 9.54
H -6.82 -1.78 8.54
H -6.54 -0.31 9.52
H -5.86 -0.71 6.50
H -5.53 0.81 7.40
H -6.37 0.85 5.82

Values from the calculation:
DFT total energy: -2333.1479 Eh
Charge: +1
HOMO energy: -10.60 eV
F_max: 0.8 eV/Å
Multiplicity: 1

(2)
ORCA calculation (the ωB97M-V functional and the def2-TZVPD basis) on 3 unconnected molecules or ions with the total composition C28H58BrClN2O7PS at a distorted geometry.

Positions of all 99 atoms, in Å:
C -5.05 -3.61 8.86
C -5.75 -4.52 7.65
C -7.03 -3.66 7.03
C -7.49 -4.31 5.57
O -7.62 -3.33 4.49
C -6.31 -2.89 3.97
Br -6.32 -0.93 4.52
O -5.07 -3.55 4.48
P -4.62 -4.72 3.21
O -5.77 -4.27 1.93
C -6.06 -2.88 2.34
C -6.95 -1.91 1.37
C -5.95 -0.96 0.43
C -5.27 0.28 1.27
C -4.17 1.16 0.44
S -2.55 0.19 0.46
O -1.97 0.27 -1.00
O -2.75 -1.33 0.83
Cl -1.17 0.92 1.89
H -5.22 -4.23 9.86
H -5.57 -2.57 9.00
H -3.87 -3.53 8.73
H -4.94 -4.75 6.80
H -6.13 -5.52 8.12
H -6.66 -2.55 6.94
H -7.89 -3.67 7.83
H -6.86 -5.28 5.28
H -8.60 -4.73 5.76
H -4.13 -5.71 2.24
H -5.56 -5.75 3.59
H -3.78 -5.27 4.29
H -3.50 -3.94 2.70
H -4.97 -2.39 2.28
H -7.70 -1.21 1.93
H -7.54 -2.60 0.61
H -5.18 -1.70 -0.06
H -6.58 -0.48 -0.46
H -6.14 0.92 1.73
H -4.69 -0.22 2.18
H -3.97 2.14 1.08
H -4.51 1.50 -0.63
C 5.82 2.62 -0.74
C 5.33 3.22 0.61
C 5.83 2.37 1.82
C 5.08 1.07 2.03
C 3.57 1.30 2.06
C 3.06 2.07 0.81
N 3.83 3.33 0.56
O 3.44 4.27 1.53
C 3.14 1.12 -0.42
C 1.53 2.33 0.97
C 6.07 4.60 0.70
H 5.07 2.73 -1.53
H 6.71 3.13 -1.12
H 6.09 1.56 -0.65
H 5.75 2.96 2.74
H 6.90 2.15 1.70
H 5.33 0.34 1.25
H 5.39 0.61 2.98
H 3.06 0.34 2.15
H 3.32 1.86 2.98
H 2.83 1.64 -1.33
H 2.48 0.26 -0.29
H 4.13 0.70 -0.59
H 1.29 2.89 1.87
H 0.98 1.38 1.04
H 1.13 2.87 0.10
H 5.76 5.27 -0.11
H 7.15 4.46 0.62
H 5.90 5.11 1.66
C 2.12 -0.60 -6.41
C 2.57 0.32 -5.24
C 1.75 1.64 -5.22
C 2.16 2.65 -6.28
C 3.67 2.89 -6.25
C 4.48 1.58 -6.36
N 4.05 0.55 -5.36
O 4.52 0.96 -4.10
C 4.34 1.03 -7.81
C 6.00 1.92 -6.25
C 2.15 -0.48 -3.96
H 2.97 -1.14 -6.85
H 1.42 -1.38 -6.09
H 1.62 -0.05 -7.21
H 1.85 2.12 -4.24
H 0.68 1.42 -5.34
H 1.84 2.32 -7.27
H 1.64 3.60 -6.10
H 3.93 3.58 -7.07
H 3.92 3.42 -5.32
H 4.87 0.07 -7.92
H 4.77 1.73 -8.54
H 3.31 0.88 -8.13
H 6.25 2.43 -5.32
H 6.31 2.59 -7.06
H 6.61 1.01 -6.33
H 2.70 -1.43 -3.88
H 1.08 -0.72 -3.98
H 2.32 0.09 -3.03

Values from the calculation:
DFT total energy: -5511.1718 Eh
Charge: -1
HOMO energy: -4.16 eV
F_max: 8.5 eV/Å
Multiplicity: 3